No. 1
Below is a structure of composition C29H39BrCl3FeN2O5S2Si2, with properties calculated with ωB97M-V/def2-TZVPD.

Its HOMO energy (spin up / spin down) is -8.3 / -8.2 eV. Its expectation value of S² is 1.14. The orbital gap (spin up / spin down) is 6.72 / 7.78 eV. The value obtained for the largest force on an atom is 1.0 eV Å⁻¹. The multiplicity is 2. As for the electronic energy: -8208.20905 Ha.

XYZ file:
```
84
C29H39BrCl3FeN2O5S2Si2 ωB97M-V/def2-TZVPD
Fe -2.55 0.61 -0.27
C 2.14 0.91 -1.43
C 0.95 -0.01 -1.62
C 0.27 0.30 -2.94
C 1.39 -1.47 -1.59
O -0.03 0.22 -0.55
Si 0.26 0.23 1.09
S -1.64 0.51 1.86
O 0.98 -1.21 1.42
C 1.59 -1.70 2.62
C 0.82 -1.23 3.85
C 3.03 -1.20 2.67
C 1.55 -3.21 2.50
O 1.35 1.36 1.54
C 1.28 2.77 1.86
C 0.29 3.47 0.94
C 0.86 2.91 3.31
C 2.69 3.30 1.64
H 2.87 0.72 -2.22
H 2.63 0.74 -0.47
H 1.83 1.96 -1.48
H 0.99 0.15 -3.75
H -0.09 1.32 -2.96
H -0.57 -0.36 -3.11
H 2.03 -1.67 -2.45
H 0.52 -2.14 -1.64
H 1.94 -1.71 -0.68
H 0.86 -0.15 3.95
H 1.26 -1.67 4.75
H -0.23 -1.53 3.79
H 3.05 -0.11 2.65
H 3.59 -1.58 1.80
H 3.53 -1.55 3.58
H 0.52 -3.56 2.43
H 2.02 -3.68 3.37
H 2.08 -3.53 1.61
H -0.72 3.12 1.15
H 0.53 3.28 -0.11
H 0.33 4.55 1.11
H -0.11 2.46 3.47
H 0.80 3.97 3.58
H 1.60 2.43 3.97
H 2.99 3.18 0.60
H 3.40 2.76 2.27
H 2.74 4.36 1.90
Br -3.51 5.15 1.20
C -2.53 5.36 -0.41
C -2.18 6.66 -0.74
C -1.45 6.92 -1.89
C -1.08 5.88 -2.72
C -1.43 4.59 -2.39
C -2.16 4.30 -1.23
C -2.42 2.86 -0.97
O -3.03 2.44 0.06
O -2.00 1.98 -1.76
H -2.47 7.46 -0.08
H -1.18 7.94 -2.12
H -0.51 6.07 -3.62
H -1.15 3.75 -3.02
Cl -5.84 1.93 -1.85
Si -4.63 0.37 -1.32
Cl -4.77 0.24 0.80
Cl -5.57 -1.34 -1.94
S -1.60 -5.80 -1.50
C -1.91 -4.08 -1.15
C -2.03 -3.62 0.15
C -2.25 -2.27 0.39
N -2.38 -1.39 -0.61
C -2.31 -1.84 -1.87
C -2.07 -3.17 -2.18
C 0.16 -5.79 -1.21
C 0.67 -6.02 0.06
C 2.04 -6.01 0.23
N 2.91 -5.79 -0.75
C 2.41 -5.58 -1.97
C 1.05 -5.57 -2.25
H -1.94 -4.30 0.99
H -2.33 -1.88 1.39
H -2.44 -1.11 -2.65
H -2.01 -3.48 -3.21
H 0.01 -6.21 0.90
H 2.47 -6.18 1.22
H 3.13 -5.41 -2.76
H 0.69 -5.40 -3.25
```

=====

No. 2
Below is a structure of composition C29H39MoNO2 at a distorted geometry, with properties calculated with ωB97M-V/def2-TZVPD.

Its HOMO energy (spin up / spin down) is -5.9 / -6.4 eV. Its expectation value of S² is 2.08. The orbital gap (spin up / spin down) is 6.29 / 6.66 eV. The value obtained for the largest force on an atom is 1.1 eV Å⁻¹. The multiplicity is 3. As for the electronic energy: -1401.71075 Ha.

XYZ file:
```
72
C29H39MoNO2 ωB97M-V/def2-TZVPD
Mo 0.49 -0.52 -0.16
C -4.49 0.76 0.49
C -4.05 -0.36 -0.44
C -5.26 -0.99 -1.13
C -3.22 -1.43 0.25
C -2.55 -2.38 -0.52
C -1.79 -3.37 0.07
C -1.66 -3.46 1.45
C -0.87 -4.57 2.09
C -2.32 -2.51 2.22
C -3.08 -1.51 1.63
H -4.97 1.56 -0.08
H -3.65 1.19 1.04
H -5.23 0.40 1.22
H -3.40 0.08 -1.21
H -5.92 -1.45 -0.39
H -4.97 -1.75 -1.84
H -5.84 -0.23 -1.66
H -2.63 -2.34 -1.60
H -1.28 -4.10 -0.56
H -1.42 -5.51 2.07
H -0.65 -4.34 3.14
H 0.07 -4.73 1.57
H -2.22 -2.54 3.30
H -3.57 -0.78 2.27
O 1.30 -2.85 0.08
C 2.67 -3.04 -0.20
C 3.29 -1.87 -0.93
C 4.61 -1.94 -1.35
C 5.16 -0.88 -2.04
C 4.36 0.22 -2.31
C 3.06 0.22 -1.86
N 2.53 -0.80 -1.16
H 1.21 -2.69 1.05
H 2.78 -3.92 -0.84
H 3.23 -3.23 0.72
H 5.19 -2.83 -1.14
H 6.19 -0.91 -2.37
H 4.73 1.08 -2.86
H 2.39 1.05 -2.04
C 1.96 -1.77 3.51
O 1.01 -1.72 2.45
C 0.84 -0.49 1.74
C 0.90 0.71 2.65
H 1.98 -2.80 3.86
H 1.67 -1.12 4.34
H 2.96 -1.48 3.17
H 1.89 0.88 3.09
H 0.18 0.61 3.48
H 0.61 1.60 2.09
C -1.75 2.91 -0.60
C -0.53 2.38 -1.39
C -0.86 2.45 -2.89
C -0.29 0.93 -1.02
C 0.66 3.29 -1.06
C 0.71 4.59 -1.57
C 1.75 5.45 -1.27
C 2.78 5.04 -0.43
C 2.74 3.76 0.09
C 1.69 2.90 -0.22
H -2.64 2.34 -0.88
H -1.93 3.97 -0.82
H -1.59 2.79 0.47
H -1.68 1.77 -3.12
H 0.01 2.15 -3.49
H -1.16 3.45 -3.21
H -0.60 0.20 -1.83
H -0.09 4.95 -2.22
H 1.76 6.45 -1.69
H 3.59 5.71 -0.19
H 3.53 3.42 0.76
H 1.68 1.90 0.20
```

=====

No. 3
Below is a structure of composition C29H39N4PtS2Sb, with properties calculated with ωB97M-V/def2-TZVPD.

The relative energy (zero: lowest compared OMol25 entry of this formula, charge and spin) comes out at 0.0 kcal per mole. Its HOMO energy (spin up / spin down) is -12.7 / -12.7 eV. The orbital gap (spin up / spin down) is 4.59 / 4.59 eV. The total charge is +2. The value obtained for the largest force on an atom is 0.5 eV Å⁻¹. As for the electronic energy: -2502.90380 Ha.

XYZ file:
```
76
C29H39N4PtS2Sb ωB97M-V/def2-TZVPD
Pt -0.77 -1.80 -0.01
C -1.41 0.49 -1.81
N -1.93 -0.05 -0.53
C -3.35 -0.55 -0.71
C -3.62 -1.72 0.22
N -2.57 -2.76 -0.01
C -2.74 -3.36 -1.39
C -2.56 -3.88 0.94
C -3.72 -4.39 1.49
C -3.63 -5.52 2.29
C -2.41 -6.13 2.52
C -1.25 -5.62 1.96
C -1.32 -4.49 1.17
S 0.14 -3.78 0.44
C -1.93 0.96 0.54
C -2.41 2.24 0.33
C -2.39 3.16 1.37
C -1.91 2.80 2.61
C -1.44 1.51 2.84
C -1.47 0.59 1.80
S -0.96 -1.07 2.14
H -2.01 1.33 -2.16
H -1.44 -0.29 -2.57
H -0.39 0.83 -1.65
H -3.49 -0.82 -1.75
H -4.04 0.26 -0.48
H -4.61 -2.13 0.04
H -3.55 -1.41 1.27
H -3.78 -3.65 -1.52
H -2.10 -4.23 -1.47
H -2.47 -2.64 -2.16
H -4.68 -3.93 1.32
H -4.53 -5.93 2.74
H -2.36 -7.01 3.15
H -0.29 -6.08 2.16
H -2.78 2.54 -0.64
H -2.76 4.16 1.19
H -1.89 3.52 3.42
H -1.06 1.23 3.81
C 0.57 5.20 -1.35
C 0.92 4.82 0.09
Sb 1.36 2.73 0.31
C 2.14 2.94 2.33
C 3.60 3.33 2.44
C 3.22 2.77 -0.79
C 3.04 2.26 -2.22
H 0.39 6.27 -1.45
H -0.33 4.68 -1.69
H 1.38 4.94 -2.04
H 0.09 5.05 0.76
H 1.78 5.38 0.44
H 1.94 2.01 2.88
H 1.50 3.70 2.79
H 4.27 2.56 2.04
H 3.89 3.51 3.47
H 3.81 4.25 1.88
H 3.96 2.16 -0.25
H 3.60 3.79 -0.78
H 2.73 1.22 -2.24
H 3.97 2.34 -2.79
H 2.28 2.84 -2.76
N 3.27 -0.89 0.27
C 2.02 -0.77 0.71
N 1.14 -1.03 -0.24
C 1.88 -1.38 -1.38
C 1.47 -1.73 -2.66
C 2.45 -1.98 -3.59
C 3.82 -1.87 -3.26
C 4.23 -1.51 -2.00
C 3.23 -1.27 -1.06
H 4.10 -0.71 0.82
H 1.76 -0.46 1.71
H 0.42 -1.80 -2.93
H 2.18 -2.25 -4.60
H 4.55 -2.06 -4.03
H 5.28 -1.42 -1.75
```

=====

No. 4
Below is a structure of composition C29H39N6O5STi, with properties calculated with ωB97M-V/def2-TZVPD.

The relative energy (zero: lowest compared OMol25 entry of this formula, charge and spin) comes out at 31.8 kcal per mole. Its HOMO energy (spin up / spin down) is -2.0 / -3.6 eV. Its expectation value of S² is 2.03. The orbital gap (spin up / spin down) is 4.54 / 6.15 eV. The total charge is -1. The value obtained for the largest force on an atom is 0.5 eV Å⁻¹. The multiplicity is 3. As for the electronic energy: -3081.02303 Ha.

XYZ file:
```
81
C29H39N6O5STi ωB97M-V/def2-TZVPD
Ti -0.56 0.36 0.26
O 2.64 3.44 2.78
C 2.15 2.54 1.90
O 1.58 1.54 2.23
C 2.44 2.90 0.45
O 1.34 2.67 -0.38
C 0.36 3.72 -0.33
C -0.85 3.43 0.57
O -1.58 4.38 0.82
O -0.99 2.23 0.96
H 2.43 3.10 3.66
H 3.25 2.23 0.14
H 2.80 3.93 0.38
H -0.01 3.86 -1.34
H 0.83 4.65 0.00
N -2.92 1.78 -3.25
C -1.80 2.28 -3.89
C -1.64 2.91 -5.11
C -0.34 3.27 -5.49
C 0.74 2.99 -4.66
C 0.57 2.36 -3.42
C -0.72 2.01 -3.02
N -1.16 1.38 -1.88
C -2.50 1.26 -2.03
C -3.35 0.66 -1.10
C -4.74 0.46 -1.17
S -5.29 -0.26 0.31
C -3.66 -0.31 0.87
N -2.78 0.16 0.07
H -3.87 1.95 -3.50
H -2.48 3.12 -5.75
H -0.18 3.76 -6.44
H 1.73 3.28 -4.97
H 1.41 2.18 -2.77
H -5.44 0.81 -1.91
H -3.41 -0.72 1.83
N -1.76 -2.43 -1.07
C -1.65 -2.49 -2.52
C -0.19 -2.49 -2.94
C 0.55 -1.16 -2.84
N 0.78 -0.69 -1.47
H -1.29 -3.19 -0.61
H -2.72 -2.39 -0.76
H -2.14 -1.60 -2.93
H -2.15 -3.36 -2.97
H -0.13 -2.81 -3.98
H 0.35 -3.26 -2.36
H -0.01 -0.39 -3.37
H 1.50 -1.28 -3.37
H 1.48 0.04 -1.50
H 1.18 -1.44 -0.91
C 4.22 -0.37 1.40
C 2.91 -1.12 1.14
C 3.17 -2.33 0.24
C 2.18 -1.55 2.38
C 2.89 -2.09 3.44
C 2.26 -2.57 4.58
C 0.88 -2.52 4.63
C 0.12 -1.99 3.59
C -1.39 -1.99 3.76
C -1.94 -0.57 3.91
C -2.09 -2.80 2.67
C 0.75 -1.47 2.42
N 0.05 -0.92 1.40
H 4.63 0.03 0.46
H 4.98 -1.02 1.83
H 4.06 0.46 2.09
H 2.24 -0.43 0.62
H 2.25 -2.91 0.08
H 3.58 -2.05 -0.74
H 3.89 -3.00 0.72
H 3.97 -2.13 3.38
H 2.83 -2.99 5.40
H 0.36 -2.90 5.50
H -1.59 -2.50 4.71
H -1.69 0.06 3.05
H -1.50 -0.09 4.79
H -3.03 -0.57 4.04
H -1.85 -2.41 1.69
H -3.17 -2.80 2.82
H -1.75 -3.84 2.71
```

=====

No. 5
Below is a structure of composition C29H40BrNOPdSb2Si, with properties calculated with ωB97M-V/def2-TZVPD.

The relative energy (zero: lowest compared OMol25 entry of this formula, charge and spin) comes out at 51.6 kcal per mole. Its HOMO energy is -13.2 eV. The orbital gap is 6.52 eV. The total charge is +2. The value obtained for the largest force on an atom is 0.8 eV Å⁻¹. As for the electronic energy: -4730.34493 Ha.

XYZ file:
```
76
C29H40BrNOPdSb2Si ωB97M-V/def2-TZVPD
Pd 0.99 -0.10 0.54
O 4.39 0.62 5.82
C 3.52 0.46 4.83
C 2.15 0.26 5.02
C 1.34 0.10 3.91
N 1.82 0.14 2.66
C 3.13 0.34 2.52
Br 3.65 0.34 0.68
C 4.03 0.50 3.53
H 3.98 0.57 6.69
H 1.73 0.21 6.01
H 0.28 -0.07 4.02
H 5.09 0.65 3.35
C 2.05 -1.27 -2.91
Sb 0.31 -0.77 -1.82
C -1.11 -2.28 -2.21
C -0.53 0.90 -2.85
C 0.40 2.07 -3.04
C 1.30 2.04 -4.10
C 2.17 3.09 -4.36
C 2.12 4.22 -3.54
C 1.22 4.27 -2.50
C 0.35 3.21 -2.23
C -0.58 3.33 -1.06
Sb 0.36 2.48 0.66
C 2.00 3.80 0.97
C -0.92 2.93 2.28
H 2.72 -0.41 -2.94
H 1.72 -1.51 -3.92
H 2.54 -2.13 -2.46
H -1.48 -2.05 -3.21
H -1.91 -2.22 -1.48
H -0.64 -3.26 -2.19
H -1.44 1.15 -2.31
H -0.82 0.48 -3.81
H 1.31 1.18 -4.76
H 2.85 3.04 -5.19
H 2.77 5.06 -3.74
H 1.17 5.17 -1.89
H -1.54 2.81 -1.19
H -0.80 4.37 -0.82
H 1.63 4.82 1.08
H 2.67 3.75 0.11
H 2.53 3.51 1.87
H -1.18 3.99 2.25
H -0.41 2.71 3.21
H -1.82 2.33 2.19
C 1.28 -2.25 0.95
C 0.78 -3.40 0.16
C 1.63 -4.08 -0.72
C 1.19 -5.23 -1.37
C -0.09 -5.71 -1.14
C -0.93 -5.06 -0.26
C -0.49 -3.91 0.39
H 2.36 -2.22 1.05
H 0.78 -2.15 1.91
H 2.65 -3.75 -0.84
H 1.86 -5.77 -2.03
H -0.42 -6.62 -1.63
H -1.91 -5.45 -0.06
H -1.14 -3.40 1.10
C -4.49 -1.75 -0.57
Si -4.01 -0.38 0.59
C -4.64 1.27 0.01
C -4.50 -0.75 2.35
C -2.14 -0.28 0.56
C -0.93 -0.22 0.54
H -5.57 -1.88 -0.58
H -4.04 -2.70 -0.28
H -4.19 -1.53 -1.60
H -5.73 1.29 0.01
H -4.31 1.49 -1.01
H -4.29 2.08 0.66
H -5.59 -0.82 2.43
H -4.17 0.04 3.03
H -4.08 -1.69 2.69
```

=====

No. 6
Below is a structure of composition C29H40N2OP2SY at a distorted geometry, with properties calculated with ωB97M-V/def2-TZVPD.

The relative energy (zero: lowest compared OMol25 entry of this formula, charge and spin) comes out at 3.5 kcal per mole. Its HOMO energy (spin up / spin down) is -3.9 / -7.2 eV. Its expectation value of S² is 0.77. The orbital gap (spin up / spin down) is 4.43 / 7.68 eV. The value obtained for the largest force on an atom is 2.6 eV Å⁻¹. The multiplicity is 2. As for the electronic energy: -2433.02882 Ha.

XYZ file:
```
76
C29H40N2OP2SY ωB97M-V/def2-TZVPD
Y 10.43 9.93 9.43
C 12.10 12.12 6.23
C 13.14 11.02 6.53
C 14.56 11.43 6.13
P 13.03 10.46 8.32
C 14.34 9.12 8.59
C 14.07 7.90 7.71
C 14.37 8.67 10.06
C 13.50 11.85 9.42
C 14.82 12.27 9.43
C 15.22 13.34 10.21
C 14.30 14.01 11.01
C 12.98 13.60 11.03
C 12.50 12.53 10.24
N 11.16 12.05 10.21
C 10.12 12.81 10.80
C 9.88 14.16 10.44
C 8.93 14.94 11.10
C 8.14 14.35 12.08
C 8.29 13.00 12.42
C 9.23 12.19 11.76
P 9.30 10.39 12.08
C 7.64 9.59 12.44
C 6.91 9.23 11.13
C 6.74 10.36 13.39
C 10.40 10.02 13.54
C 9.90 10.76 14.78
C 11.90 10.29 13.25
H 12.24 12.52 5.22
H 12.18 12.97 6.93
H 11.05 11.79 6.32
H 12.83 10.14 5.96
H 14.77 12.45 6.48
H 14.63 11.45 5.03
H 15.34 10.76 6.51
H 15.32 9.58 8.33
H 13.05 7.52 7.88
H 14.75 7.07 7.96
H 14.14 8.07 6.63
H 13.43 8.18 10.35
H 14.51 9.51 10.75
H 15.18 7.93 10.24
H 15.55 11.71 8.85
H 16.28 13.61 10.23
H 14.64 14.83 11.63
H 12.27 14.09 11.67
H 10.54 14.62 9.72
H 8.78 15.98 10.85
H 7.37 14.90 12.60
H 7.74 12.62 13.26
H 7.92 8.64 12.94
H 6.60 10.11 10.55
H 5.98 8.68 11.33
H 7.48 8.59 10.45
H 6.14 11.12 12.88
H 7.31 10.89 14.16
H 6.02 9.71 13.90
H 10.28 8.93 13.71
H 9.84 11.85 14.59
H 10.62 10.63 15.61
H 8.94 10.40 15.13
H 12.12 11.35 13.17
H 12.28 9.79 12.35
H 12.51 9.88 14.08
O 8.84 9.86 8.09
N 8.29 8.58 7.78
C 7.08 8.65 7.18
C 6.37 7.51 6.89
C 6.94 6.29 7.22
C 8.20 6.21 7.83
C 8.90 7.39 8.15
S 10.36 7.21 9.08
H 6.72 9.66 6.97
H 5.42 7.55 6.40
H 6.40 5.38 7.04
H 8.61 5.24 8.10
```